A single C5H9N3 molecule, computed with ωB97M-V/def2-TZVPD.

Results
Energy above the lowest of the compared OMol25 structures with the same formula, charge and spin: 65.78 kcal per mole
SMILES string: Cc1cc(N)n(N)c1

```
! wB97M-V def2-TZVPD RIJCOSX def2/J DEFGRID3
* xyz 0 1
C -0.65 2.33 1.13
C -0.17 1.04 0.66
C 0.67 0.08 1.20
C 0.73 -0.97 0.26
N 1.36 -2.23 0.22
N -0.02 -0.62 -0.94
N -0.63 -1.53 -1.84
C -0.64 0.57 -0.58
H 0.27 2.86 1.46
H -1.53 2.30 1.91
H -1.00 2.94 0.08
H 1.32 0.19 2.05
H 2.20 -2.34 0.73
H 1.51 -2.64 -0.75
H -1.55 -1.91 -1.42
H -0.61 -0.97 -2.75
H -1.25 0.90 -1.40
*
```

Atomic partial charges in e from the Mulliken method, atoms 1 to 8: C -0.953; C 0.821; C -1.039; C 0.417; N -0.498; N 0.188; N -0.634; C -0.699

2 unconnected molecules or ions with the total composition C5H11NO, computed with ωB97M-V/def2-TZVPD.

Results
Energy above the lowest of the compared OMol25 structures with the same formula, charge and spin: 99.77 kcal per mole
⟨S²⟩: 0.76

```
! wB97M-V def2-TZVPD RIJCOSX def2/J DEFGRID3
* xyz -1 2
C 2.62 1.52 -1.31
C 1.19 1.52 -0.78
C 0.93 0.36 0.20
C -0.06 -0.56 0.12
N -1.44 -0.44 0.54
C -1.78 -0.56 1.74
H 3.39 1.84 -0.59
H 2.78 1.92 -2.32
H 2.82 0.47 -1.42
H 0.54 1.42 -1.59
H 0.94 2.37 -0.22
H 1.86 -0.08 0.57
H 0.09 -1.65 -0.15
H -1.09 0.03 2.38
H -2.90 -0.61 1.98
H -2.85 -2.46 -0.29
H -3.90 -2.29 0.63
O -3.15 -2.79 0.53
*
```

Atomic partial charges in e from the Mulliken method, atoms 1 to 8: C -1.266; C -0.616; C -0.502; C -0.296; N -0.383; C -0.503; H 0.281; H 0.330

A single C8H9FN2 molecule, computed with ωB97M-V/def2-TZVPD.

Results
Energy above the lowest of the compared OMol25 structures with the same formula, charge and spin: 93.68 kcal per mole

```
! wB97M-V def2-TZVPD RIJCOSX def2/J DEFGRID3
* xyz 0 1
C -0.65 0.98 -0.77
C 2.63 1.45 0.27
C 1.41 -0.25 0.01
C 0.56 0.92 -0.21
C 1.17 -1.58 -0.05
C -1.48 -0.22 -1.13
C -1.64 -1.39 -0.21
C -1.76 -1.03 1.25
N 2.67 0.20 0.36
N 1.41 2.01 -0.01
F 2.17 -2.45 -0.16
H -1.23 1.91 -0.75
H 3.43 2.09 0.66
H -2.34 0.13 -1.67
H -0.81 -0.62 -1.87
H -1.66 -2.32 -0.68
H -0.83 -0.58 1.50
H -1.74 -1.93 1.95
H -2.54 -0.35 1.49
H 1.21 3.03 0.03
*
```

Atomic partial charges in e from the Mulliken method, atoms 1 to 8: C -0.629; C -0.298; C 1.063; C 0.146; C -0.245; C -0.690; C -0.474; C -0.926

A molecular structure, C58H58Cl5CsN3O5P3S, computed with ωB97M-V/def2-TZVPD.

Results
Calculated total energy: -6528.80731 hartree

```
! wB97M-V def2-TZVPD RIJCOSX def2/J DEFGRID3
* xyz 0 1
Cs -0.63 -0.36 -1.12
C 3.97 1.91 -1.24
N 4.34 2.07 0.17
C 3.40 2.88 0.96
P 1.74 2.04 1.34
C 1.79 1.94 3.18
C 1.31 0.76 3.75
C 1.28 0.58 5.13
C 1.75 1.58 5.97
C 2.25 2.76 5.42
C 2.27 2.93 4.04
C 0.73 3.58 1.08
C 0.65 4.07 -0.23
C 0.03 5.28 -0.51
C -0.56 6.02 0.52
C -0.53 5.52 1.81
C 0.12 4.32 2.09
C 5.71 2.36 0.40
C 6.51 3.01 -0.54
C 7.84 3.29 -0.26
C 8.39 2.95 0.96
C 7.60 2.30 1.91
C 6.28 2.01 1.63
P 2.45 0.82 -1.50
C 3.19 -0.80 -1.03
C 3.63 -1.00 0.29
C 4.21 -2.20 0.67
C 4.35 -3.24 -0.25
C 3.87 -3.07 -1.54
C 3.28 -1.87 -1.93
C 2.51 0.81 -3.33
C 3.61 0.40 -4.09
C 3.52 0.34 -5.48
C 2.34 0.68 -6.12
C 1.25 1.13 -5.38
C 1.34 1.19 -3.99
H 4.79 1.44 -1.76
H 3.76 2.87 -1.73
H 3.20 3.83 0.46
H 3.87 3.10 1.91
H 0.95 -0.02 3.09
H 0.90 -0.35 5.55
H 1.73 1.45 7.04
H 2.63 3.54 6.07
H 2.65 3.87 3.63
H 1.09 3.49 -1.04
H 0.01 5.66 -1.53
H -1.04 6.97 0.30
H -1.01 6.08 2.61
H 0.17 3.97 3.12
H 6.08 3.29 -1.50
H 8.44 3.80 -1.01
H 9.43 3.17 1.17
H 8.03 2.01 2.86
H 5.66 1.49 2.36
H 3.53 -0.21 1.01
H 4.56 -2.33 1.69
H 4.82 -4.17 0.04
H 3.95 -3.88 -2.26
H 2.87 -1.78 -2.92
H 4.53 0.11 -3.60
H 4.38 0.00 -6.06
H 2.27 0.60 -7.20
H 0.34 1.41 -5.88
H 0.48 1.53 -3.41
O -6.19 -6.01 -2.80
C -6.69 -5.61 -1.62
O -7.59 -6.21 -1.10
C -6.05 -4.41 -0.97
C -6.88 -3.55 -0.25
C -6.33 -2.50 0.47
C -4.95 -2.32 0.49
C -4.14 -3.14 -0.27
C -4.68 -4.19 -0.99
N -4.27 -1.32 1.23
C -4.71 -0.93 2.34
C -3.95 0.06 3.17
C -4.59 0.69 4.23
C -3.88 1.63 4.97
C -2.57 1.90 4.64
C -2.00 1.19 3.58
N -2.67 0.30 2.85
H -5.58 -5.37 -3.16
H -7.95 -3.73 -0.25
H -6.97 -1.82 1.02
H -3.07 -2.92 -0.22
H -4.02 -4.85 -1.56
H -5.65 -1.31 2.77
H -5.62 0.45 4.46
H -4.36 2.14 5.80
H -1.98 2.63 5.19
H -0.97 1.36 3.30
Cl -3.09 -5.61 -6.08
C -2.16 -4.47 -5.17
C -2.79 -3.44 -4.48
Cl -4.51 -3.26 -4.60
C -2.05 -2.52 -3.72
Cl -2.87 -1.27 -2.83
C -0.62 -2.53 -3.66
O 0.05 -1.68 -3.00
C -0.03 -3.61 -4.41
Cl 1.70 -3.68 -4.42
C -0.77 -4.54 -5.11
Cl 0.04 -5.82 -5.95
C -3.41 2.09 -3.63
P -2.85 2.38 -1.95
C -4.12 1.79 -0.85
C -2.93 4.17 -1.77
O -1.48 1.83 -1.64
H -4.34 2.62 -3.82
H -3.54 1.03 -3.81
H -2.63 2.46 -4.31
H -5.09 2.21 -1.11
H -3.84 2.09 0.16
H -4.17 0.69 -0.87
H -3.94 4.55 -1.93
H -2.24 4.62 -2.49
H -2.59 4.42 -0.77
C 1.35 -3.86 3.20
C 0.77 -3.81 1.80
S -0.09 -2.28 1.46
O -0.77 -2.50 0.13
C -1.40 -2.41 2.69
C -2.17 -3.73 2.62
H 1.97 -4.75 3.32
H 0.57 -3.89 3.97
H 1.99 -2.99 3.40
H 0.06 -4.61 1.59
H 1.55 -3.82 1.03
H -2.03 -1.55 2.43
H -0.95 -2.23 3.67
H -2.28 -4.06 1.59
H -3.17 -3.60 3.04
H -1.66 -4.52 3.18
*
```

Atomic partial charges in e from the Mulliken method, atoms 1 to 8: Cs 2.814; C -2.237; N 1.199; C -2.162; P 0.913; C 0.556; C -0.875; C -0.179

A molecular structure, C6H14O3Yb, computed with ωB97M-V/def2-TZVPD.

Results
Energy above the lowest of the compared OMol25 structures with the same formula, charge and spin: 131.17 kcal per mole

```
! wB97M-V def2-TZVPD RIJCOSX def2/J DEFGRID3
* xyz 2 1
H 0.06 -0.94 -0.97
C 1.05 1.32 -4.16
O 1.89 0.91 -5.21
C 3.23 1.25 -4.93
C 3.59 0.54 -3.63
O 2.38 0.48 -2.83
C 0.68 -1.79 -0.65
C 2.07 -1.30 -0.44
O 2.03 -0.08 0.14
C 2.92 0.21 1.23
H 0.51 2.18 -4.60
H 0.23 0.60 -4.06
H 3.39 2.33 -4.87
H 3.86 0.85 -5.73
H 4.54 0.88 -3.21
H 3.72 -0.54 -3.78
H 0.72 -2.47 -1.51
H 2.40 -0.66 -1.94
H 2.73 -1.99 0.10
H 0.34 -2.37 0.23
H 2.51 1.10 1.72
H 2.93 -0.68 1.88
H 3.91 0.43 0.83
Yb 1.45 2.11 -1.61
*
```

Atomic partial charges in e from the Mulliken method, atoms 1 to 8: H 0.151; C -0.741; O -0.281; C -0.396; C -0.307; O -0.247; C -0.978; C -0.260

A gas-phase ion, C2H7BrNO (charge +1), computed with ωB97M-V/def2-TZVPD.

Results
Energy above the lowest of the compared OMol25 structures with the same formula, charge and spin: 17.93 kcal per mole
SMILES string: [NH3+]C[C@@H](O)Br

```
! wB97M-V def2-TZVPD RIJCOSX def2/J DEFGRID3
* xyz 1 1
N 1.30 -0.63 0.31
C 0.12 -0.48 -0.61
C -1.12 0.37 0.17
O -0.63 1.38 0.82
Br -2.43 0.60 -1.13
H 1.51 0.34 0.81
H 2.17 -0.76 -0.24
H 1.18 -1.41 0.99
H -0.17 -1.39 -0.92
H 0.28 0.21 -1.45
H -1.53 -0.46 0.95
H -0.68 2.23 0.31
*
```

Atomic partial charges in e from the Mulliken method, atoms 1 to 8: N -0.312; C -0.858; C -0.115; O -0.451; Br -0.012; H 0.397; H 0.378; H 0.367

6 unconnected molecules or ions with the total composition C4H19N2O7, computed with ωB97M-V/def2-TZVPD.

Results
Energy above the lowest of the compared OMol25 structures with the same formula, charge and spin: 124.79 kcal per mole

```
! wB97M-V def2-TZVPD RIJCOSX def2/J DEFGRID3
* xyz -1 1
C 0.40 0.66 0.82
N -0.46 1.53 -0.03
C 0.05 1.65 -1.50
O 0.44 0.37 -1.78
C -0.27 -0.77 0.87
N 0.83 -1.83 1.45
C 1.34 -2.77 0.57
O 2.22 -3.45 1.08
H 1.48 0.40 0.55
H 0.27 1.01 1.94
H -0.50 2.44 0.26
H 1.01 2.23 -1.47
H -0.74 2.10 -2.17
H -0.49 -1.07 -0.34
H -1.17 -0.84 1.56
H 1.50 -1.56 2.20
H 1.01 -2.94 -0.52
H -1.74 -0.51 -0.78
H -1.73 -0.45 -2.17
O -2.45 -0.75 -1.58
H -0.28 0.31 4.29
H -0.44 1.12 2.87
O -0.27 1.14 3.83
H 0.56 -1.36 -4.25
H 0.17 -0.13 -3.23
O 0.00 -0.55 -4.21
H 2.85 0.63 -0.14
H 3.90 0.74 -1.23
O 3.84 0.91 -0.37
H -3.81 1.14 0.64
H -3.83 -0.17 1.33
O -3.70 0.76 1.50
*
```

Atomic partial charges in e from the Mulliken method, atoms 1 to 8: C 0.269; N -0.086; C -0.411; O -0.794; C -0.096; N -0.258; C 0.149; O -0.615

A molecular structure, C37H40BClCsF9N8O5S2, computed with ωB97M-V/def2-TZVPD.

Results
Energy above the lowest of the compared OMol25 structures with the same formula, charge and spin: 70.21 kcal per mole

```
! wB97M-V def2-TZVPD RIJCOSX def2/J DEFGRID3
* xyz -2 1
Cs 1.44 -2.47 -0.38
C 5.10 -1.42 1.85
C 4.12 -1.54 2.96
C 4.23 -2.23 4.17
C 3.04 -1.98 4.83
C 2.62 -2.47 6.18
N 2.30 -1.18 4.04
N 2.96 -0.92 2.91
B 0.96 -0.49 4.36
N -0.24 -1.40 4.02
N -0.41 -1.98 2.83
C -1.57 -2.63 2.86
C -2.09 -3.41 1.70
C -2.17 -2.47 4.11
C -1.29 -1.68 4.83
C -1.46 -1.21 6.24
N 0.93 0.83 3.57
N 1.18 0.87 2.26
C 1.47 2.11 1.93
C 1.93 2.48 0.57
C 1.38 2.93 3.07
C 1.04 2.07 4.09
C 0.81 2.43 5.53
H 6.04 -1.90 2.11
H 5.27 -0.37 1.62
H 4.70 -1.90 0.96
H 5.05 -2.84 4.51
H 3.41 -3.10 6.59
H 1.70 -3.05 6.12
H 2.45 -1.63 6.87
H 0.93 -0.25 5.53
H -1.66 -3.04 0.77
H -3.18 -3.30 1.64
H -1.85 -4.47 1.80
H -3.10 -2.87 4.46
H -2.40 -1.61 6.63
H -1.49 -0.13 6.30
H -0.64 -1.56 6.86
H 1.82 1.63 -0.10
H 2.99 2.75 0.60
H 1.38 3.34 0.17
H 1.55 3.99 3.15
H 0.83 3.51 5.63
H 1.57 1.99 6.17
H -0.16 2.06 5.86
S 0.64 0.54 -3.11
C -0.72 1.42 -2.93
N -1.63 1.61 -3.93
C -2.55 2.72 -3.80
C -1.76 3.87 -3.16
N -1.36 3.46 -1.84
C -1.68 4.29 -0.71
C -3.15 4.55 -0.62
C -4.03 3.48 -0.43
C -5.39 3.70 -0.42
C -5.91 4.98 -0.60
C -5.04 6.04 -0.77
C -3.67 5.83 -0.79
C -1.01 2.15 -1.68
S -0.97 1.39 -0.23
C -1.88 0.59 -4.92
C -2.16 1.18 -6.26
C -3.42 1.04 -6.84
C -3.70 1.61 -8.06
C -2.73 2.34 -8.73
C -1.47 2.48 -8.16
C -1.19 1.91 -6.93
H -3.41 2.47 -3.16
H -2.90 2.99 -4.79
H -2.38 4.77 -3.09
H -0.88 4.08 -3.78
H -1.13 5.24 -0.79
H -1.33 3.73 0.17
H -3.62 2.49 -0.28
H -6.07 2.87 -0.27
H -6.97 5.14 -0.60
H -5.43 7.04 -0.91
H -3.00 6.66 -0.93
H -2.71 -0.05 -4.60
H -1.00 -0.06 -4.95
H -4.17 0.47 -6.31
H -4.68 1.49 -8.50
H -2.96 2.79 -9.68
H -0.71 3.04 -8.69
H -0.21 2.02 -6.48
O -0.86 -4.11 -2.99
Cl -0.72 -2.72 -2.75
O -1.56 -2.00 -3.67
O -1.12 -2.40 -1.42
O 0.63 -2.32 -2.94
F 5.46 -6.66 0.74
C 4.54 -5.68 0.95
F 5.12 -4.84 1.80
F 3.54 -6.28 1.62
C 4.04 -4.96 -0.35
O 3.41 -3.87 -0.12
C 3.18 -6.06 -1.12
F 3.00 -5.77 -2.41
F 3.73 -7.30 -1.09
F 1.96 -6.20 -0.59
C 5.32 -4.74 -1.25
F 5.09 -3.89 -2.25
F 6.34 -4.22 -0.55
F 5.82 -5.86 -1.84
*
```

Atomic partial charges in e from the Mulliken method, atoms 1 to 8: Cs 1.188; C -1.242; C 0.672; C -1.160; C 0.658; C -1.319; N 1.274; N -0.717

A molecular structure, C6H9O4Tm, computed with ωB97M-V/def2-TZVPD.

Results
Energy above the lowest of the compared OMol25 structures with the same formula, charge and spin: 61.94 kcal per mole
⟨S²⟩: 3.75

```
! wB97M-V def2-TZVPD RIJCOSX def2/J DEFGRID3
* xyz 1 4
O 3.49 -0.69 -0.73
C 2.49 -0.32 -0.06
O 2.27 -0.80 1.08
O 1.72 0.61 -0.60
C 0.44 0.97 -0.05
Tm 4.56 -2.12 0.99
H 0.49 0.51 0.95
H 0.34 1.88 -0.66
C -1.55 2.16 0.78
C -1.95 0.88 0.41
H -1.58 2.95 0.03
H -1.36 2.35 1.84
H -2.36 0.28 1.23
C -1.10 0.17 -0.55
C -1.18 -1.34 -0.47
O -0.21 -1.92 -1.32
H -1.18 0.56 -1.57
H -2.20 -1.65 -0.77
H -1.02 -1.66 0.57
H -0.12 -2.85 -1.10
*
```

Atomic partial charges in e from the Mulliken method, atoms 1 to 8: O -0.508; C 1.230; O -0.481; O -0.242; C -1.007; Tm 0.744; H 0.533; H 0.355

A single C5H6O molecule, computed with ωB97M-V/def2-TZVPD.

Results
Energy above the lowest of the compared OMol25 structures with the same formula, charge and spin: 48.86 kcal per mole
SMILES string: C=C[C@@H]1CC1=O

```
! wB97M-V def2-TZVPD RIJCOSX def2/J DEFGRID3
* xyz 0 1
C -1.80 0.32 0.45
C -0.68 1.00 0.22
C 0.55 0.44 -0.41
C 0.72 -1.10 -0.53
C 1.62 -0.31 0.33
O 2.67 -0.24 0.91
H -1.89 -0.72 0.14
H -2.66 0.77 0.94
H -0.62 2.05 0.51
H 0.99 1.10 -1.17
H -0.07 -1.67 -0.03
H 1.16 -1.64 -1.37
*
```

Atomic partial charges in e from the Mulliken method, atoms 1 to 8: C -0.721; C -0.216; C -0.107; C -0.658; C 0.600; O -0.508; H 0.173; H 0.260

2 unconnected molecules or ions with the total composition C3H2O3, computed with ωB97M-V/def2-TZVPD.

Results
Energy above the lowest of the compared OMol25 structures with the same formula, charge and spin: 65.78 kcal per mole
SMILES string: O=C=O.C#CO

```
! wB97M-V def2-TZVPD RIJCOSX def2/J DEFGRID3
* xyz 0 1
O -0.36 1.37 1.09
C -0.95 1.51 0.12
O -1.38 1.32 -0.91
C 0.22 -1.45 -1.01
C 0.66 -0.80 -0.04
O 1.23 -0.07 0.86
H -0.10 -2.18 -1.69
H 0.68 0.30 1.58
*
```

Need the Mulliken charges? In units of e they are: O -0.459; C 0.656; O -0.239; C -0.391; C 0.118; O -0.533; H 0.408; H 0.439

9 unconnected molecules or ions with the total composition C17H21Cl32N4O2, computed with ωB97M-V/def2-TZVPD.

Results
Calculated total energy: -15755.71401 hartree

```
! wB97M-V def2-TZVPD RIJCOSX def2/J DEFGRID3
* xyz 1 1
C 3.61 -2.15 -0.29
C 3.76 -0.99 -1.28
O 5.02 -0.36 -1.13
C 2.60 0.03 -1.21
N 2.75 1.03 -0.15
C 1.77 1.00 0.92
C 0.47 1.62 0.42
O -0.66 1.34 1.27
C -1.53 0.32 0.91
C -0.94 -1.08 0.88
C -1.98 -2.09 0.43
N -2.72 -1.61 -0.77
C -2.63 -0.34 -1.18
N -3.09 -0.02 -2.38
N -2.10 0.63 -0.42
H 4.01 -1.87 0.70
H 2.56 -2.43 -0.15
H 4.16 -3.02 -0.63
H 3.77 -1.39 -2.30
H 5.24 -0.30 -0.19
H 2.49 0.53 -2.18
H 1.68 -0.53 -1.04
H 3.69 1.03 0.21
H 2.16 1.61 1.75
H 1.59 -0.01 1.34
H 0.58 2.71 0.42
H 0.26 1.33 -0.61
H -2.33 0.36 1.66
H -0.06 -1.13 0.25
H -0.64 -1.29 1.91
H -1.51 -3.03 0.13
H -2.69 -2.31 1.22
H -2.67 -2.26 -1.54
H -3.10 0.94 -2.69
H -3.49 -0.72 -3.00
H -2.63 1.50 -0.43
C -0.74 0.08 5.26
Cl -0.06 -1.52 5.59
Cl -1.17 0.87 6.77
Cl 0.44 1.05 4.38
Cl -2.20 -0.09 4.26
C -1.90 5.07 -0.20
Cl -2.60 6.68 -0.19
Cl -1.17 4.72 1.35
Cl -3.22 3.90 -0.51
Cl -0.71 4.92 -1.49
C 7.41 -0.07 3.18
Cl 8.04 1.51 3.61
Cl 6.91 -0.95 4.63
Cl 5.97 0.15 2.13
Cl 8.61 -1.00 2.30
C -2.53 -2.58 -5.47
Cl -2.44 -2.81 -7.20
Cl -2.33 -4.11 -4.63
Cl -1.27 -1.45 -4.93
Cl -4.12 -1.89 -5.04
C -7.20 4.06 -1.91
Cl -7.91 4.54 -3.45
Cl -8.43 3.40 -0.85
Cl -5.98 2.79 -2.23
Cl -6.42 5.44 -1.15
C -5.40 -2.70 3.52
Cl -6.73 -2.63 4.66
Cl -5.19 -1.09 2.78
Cl -3.92 -3.17 4.35
Cl -5.76 -3.87 2.24
C -3.78 3.65 -5.71
Cl -5.38 3.62 -6.43
Cl -2.54 3.66 -6.96
Cl -3.61 5.05 -4.66
Cl -3.57 2.17 -4.71
C 10.69 -4.89 3.18
Cl 11.01 -4.15 1.60
Cl 9.62 -3.83 4.10
Cl 9.92 -6.45 2.95
Cl 12.21 -5.10 4.05
*
```

Atomic partial charges in e from the Mulliken method, atoms 1 to 8: C -0.916; C -0.155; O -0.518; C -0.199; N -0.285; C -0.411; C -0.484; O -0.097